1.
This record from the OMol25 dataset describes C8H13N3O6 in the gas phase. The level of theory is ωB97M-V/def2-TZVPD.

```
30
Properties=species:S:1:pos:R:3
O 0.153 -0.169 -1.916
O 0.719 -2.248 2.291
O -4.411 -0.069 1.845
O 2.515 3.192 -1.112
O -3.447 -1.083 0.065
O -1.934 -2.653 2.062
N 0.490 1.980 -2.528
N 2.268 -1.083 0.124
N -0.678 -0.566 -0.036
C 1.767 0.272 -0.246
C 0.330 -0.071 -0.762
C 2.017 2.122 -1.684
C 2.585 0.780 -1.415
C -0.660 -1.866 1.995
C -3.422 -0.357 1.170
C -2.110 0.268 1.546
C -0.846 -0.328 1.345
H -1.474 -0.736 -0.632
H -2.209 1.273 0.937
H 0.091 1.043 -2.546
H 2.621 -1.602 -0.683
H 2.944 -0.835 0.903
H 3.795 0.759 -1.288
H 1.697 1.097 0.612
H 2.547 0.263 -2.414
H -0.103 0.189 1.810
H 0.222 2.839 -2.906
H -2.218 0.640 2.559
H -4.384 -1.116 -0.390
H 1.138 -1.938 1.292
```

The HOMO energy comes out at -9.51 eV. As for the total energy: -928.117987 hartree. The value obtained for the HOMO-LUMO gap is 0.349 Ha. The SMILES is NC(=O)C[C@H](N)C(=O)N[C@@H](CC(=O)O)C(=O)O. The calculation puts the relative energy (zero: lowest compared OMol25 entry of this formula, charge and spin) at 210.3 kcal/mol. Its LUMO energy is -0.00023 hartree. Its total charge is 0.

=====

2.
This record from the OMol25 dataset describes C4H6O2 in the gas phase. The level of theory is ωB97M-V/def2-TZVPD.

```
12
Properties=species:S:1:pos:R:3
O -2.083 -1.351 -0.890
O 0.209 1.815 0.631
C -1.797 -0.456 -0.128
C 1.511 0.324 -0.721
C 0.400 0.702 0.187
C -0.466 -0.447 0.649
H -0.035 -1.440 0.493
H 1.359 -0.651 -1.180
H -2.456 0.424 -0.048
H 1.595 1.073 -1.496
H 2.430 0.291 -0.139
H -0.261 -0.108 1.683
```

The HOMO energy comes out at -10.02 eV. As for the total energy: -306.455940 hartree. The value obtained for the HOMO-LUMO gap is 0.387 Ha. The SMILES is CC(=O)CC=O. The calculation puts the relative energy (zero: lowest compared OMol25 entry of this formula, charge and spin) at 31.6 kcal/mol. Its LUMO energy is 0.01848 hartree. Its total charge is 0.

=====

3.
This record from the OMol25 dataset describes a molecular structure, C5H8N2O3. The level of theory is ωB97M-V/def2-TZVPD.

```
18
Properties=species:S:1:pos:R:3
O 0.684 1.035 1.136
O 0.438 -2.718 -1.015
O 1.968 -0.633 -1.041
N -1.210 2.155 1.040
N -0.323 -0.208 -1.937
C -0.023 -1.301 0.831
C -0.326 0.113 1.170
C 0.418 -1.571 -0.609
C 0.078 2.221 0.962
C -1.475 0.823 1.325
H 0.778 -1.675 1.488
H -0.831 0.568 -1.525
H -0.583 -0.508 -2.869
H -0.916 -1.909 1.019
H -2.484 0.442 1.453
H 1.020 0.105 -1.865
H 0.708 3.078 0.742
H 2.078 -0.017 -0.305
```

The HOMO energy comes out at -9.70 eV. As for the total energy: -530.439191 hartree. The value obtained for the HOMO-LUMO gap is 0.376 Ha. The calculation puts the relative energy (zero: lowest compared OMol25 entry of this formula, charge and spin) at 86.7 kcal/mol. Its LUMO energy is 0.01906 hartree. Its total charge is 0.